# 1
A 2-piece molecular cluster, C3H7NO4 overall at a distorted geometry, computed with ωB97M-V/def2-TZVPD.

Values from the calculation:
* DFT total energy: -12903.0694 eV
* energy above the lowest of the compared OMol25 structures with the same formula, charge and spin: 67.3 kcal/mol
* strongest force on any atom: 0.097 Eh/bohr
* LUMO: 0.231 eV
* HOMO energy: -9.91 eV
* net charge: 0

Geometry (Å):
O (-1.617, -2.318, -0.385)
O (4.529, -0.539, 1.726)
H (-2.363, -2.861, -0.892)
H (3.730, -0.933, 1.549)
H (-1.907, 1.622, -0.940)
C (-1.916, -0.966, -0.519)
H (4.817, -0.309, 0.871)
C (0.358, 1.835, -0.649)
O (0.276, 3.002, -1.026)
C (-1.181, 0.054, 0.374)
N (-0.864, 1.169, -0.546)
O (-2.661, -0.607, -1.361)
H (-0.412, -0.427, 0.958)
H (1.096, 1.002, -0.355)
H (-1.886, 0.277, 1.194)

For reference, the Mulliken charges in units of e are: O -0.496; O -0.601; H 0.370; H 0.290; H 0.312; C 0.656; H 0.310; C 0.290; O -0.578; C -0.574; N -0.230; O -0.510; H 0.358; H 0.181; H 0.221

# 2
One molecule with the formula C25H28N2O7, computed with ωB97M-V/def2-TZVPD.

Values from the calculation:
* DFT total energy: -43691.9521 eV
* energy above the lowest of the compared OMol25 structures with the same formula, charge and spin: 20.6 kcal/mol
* strongest force on any atom: 0.013 Eh/bohr
* LUMO: 0.412 eV
* HOMO energy: -7.44 eV
* net charge: 0

Geometry (Å):
C (-0.073, -3.375, 1.620)
C (-1.337, -1.623, 0.475)
H (1.419, 3.088, -1.133)
C (-1.220, -1.674, 2.900)
C (-1.652, 1.635, -2.899)
H (3.303, 0.984, 2.212)
H (1.983, -3.885, 3.370)
C (0.562, 2.693, -1.647)
C (2.166, 4.501, -3.080)
H (2.595, 5.161, -3.832)
O (-1.495, -1.244, 4.158)
H (0.336, 0.415, 2.636)
H (1.228, 1.801, 3.300)
H (-2.343, -0.250, 1.806)
O (-1.025, 2.885, -4.896)
H (0.259, -4.305, -0.899)
C (-1.396, 1.286, -1.576)
C (2.456, -0.782, 1.378)
H (-2.055, 1.250, -5.653)
H (2.661, -0.179, 3.404)
C (-2.383, -0.167, 4.326)
C (1.015, 1.896, 1.181)
C (1.157, -4.198, 4.015)
H (-3.071, 2.628, -5.142)
H (1.500, -4.276, 5.045)
C (0.292, 3.052, -2.954)
H (-3.366, -0.385, 3.897)
H (0.778, -5.171, 3.686)
C (1.173, 1.092, 2.471)
O (2.487, -1.966, 1.601)
C (-2.116, 2.342, -5.596)
C (2.486, 0.296, 2.438)
H (-2.517, 1.204, -3.375)
H (-0.641, -3.176, -2.943)
C (-0.789, -2.765, -1.953)
C (-0.264, 1.808, -0.955)
N (-1.439, -1.600, -1.918)
H (-2.057, 2.759, -6.600)
H (1.881, 5.087, -2.200)
H (1.451, -0.839, -1.554)
C (-1.697, -1.029, -0.765)
H (-1.991, 0.756, 3.884)
O (0.136, -3.225, 4.026)
C (-0.309, -3.390, -0.833)
C (-0.344, -2.809, 2.836)
H (2.275, -2.144, -0.645)
H (0.549, -4.252, 1.543)
H (-2.635, 0.732, 0.091)
C (-0.570, -2.815, 0.426)
H (2.908, 3.752, -2.787)
H (-0.440, 0.590, 0.670)
H (-3.238, 0.231, -1.490)
C (-1.684, -1.101, 1.747)
C (2.332, -1.104, -0.969)
O (1.046, 3.909, -3.692)
H (-2.481, -0.034, 5.401)
O (1.705, 2.870, 0.966)
N (0.047, 1.418, 0.360)
C (-0.835, 2.501, -3.602)
O (2.386, -0.245, 0.161)
H (3.231, -0.945, -1.565)
C (-2.340, 0.333, -0.879)

For reference, the Mulliken charges in units of e are: C -0.572; C 0.444; H 0.784; C 0.498; C -0.672; H 0.417; H 0.309; C -0.539; C -0.898; H 0.230; O -0.484; H -0.675; H 0.497; H 0.224; O -0.473; H 0.455; C -0.686; C 0.627; H 0.359; H 0.432; C -0.812; C 0.419; C -0.835; H 0.337; H 0.270; C 1.019; H 0.350; H 0.332; C 0.449; O -0.566; C -0.920; C -0.810; H 0.397; H 0.393; C -0.752; C -0.240; N -0.580; H 0.237; H 0.347; H 0.128; C 0.192; H 0.248; O -0.487; C -0.541; C 0.962; H 0.398; H 0.364; H 0.086; C -0.434; H 0.341; H -0.211; H 0.626; C 0.262; C -0.704; O -0.494; H 0.259; O -0.712; N 0.354; C 0.889; O -0.255; H 0.292; C -0.874

# 3
C35H28N6O10S3Sn as an isolated structure, computed with ωB97M-V/def2-TZVPD.

Values from the calculation:
* DFT total energy: -104504.1592 eV
* energy above the lowest of the compared OMol25 structures with the same formula, charge and spin: 41.5 kcal/mol
* strongest force on any atom: 0.019 Eh/bohr
* LUMO: 3.276 eV
* HOMO energy: -2.33 eV
* net charge: -2

Geometry (Å):
C (0.559, 2.237, 5.528)
H (3.159, -1.598, 1.291)
C (-4.271, 2.775, 4.147)
C (-3.295, 2.472, 1.868)
H (-5.327, 2.801, 3.858)
C (-3.478, 1.968, 3.148)
C (0.737, 0.876, 5.727)
O (-3.843, 4.122, 4.215)
O (7.448, 3.998, -3.930)
C (-3.006, 3.682, -2.275)
C (-0.415, -4.161, -0.309)
H (1.301, 0.296, 5.010)
H (-4.206, 2.300, 5.135)
S (0.644, -3.123, 0.643)
C (0.121, -5.378, -0.750)
H (0.298, -0.809, 6.975)
C (4.126, 2.066, -2.490)
H (-1.953, 0.847, 9.239)
H (-3.563, -4.601, -1.469)
H (5.956, 0.908, -5.687)
C (-2.856, 0.778, 3.475)
H (-0.195, -7.226, -1.787)
C (-2.054, 0.172, 2.520)
C (3.135, -0.691, 1.881)
C (-3.175, 3.270, -0.960)
H (-3.946, 3.733, -0.360)
O (7.661, 2.582, -5.525)
O (-3.555, -2.607, 0.287)
O (2.168, 0.030, -1.617)
C (3.627, 0.987, -3.213)
H (5.637, 3.596, -2.389)
O (1.493, 0.200, -3.764)
H (-1.264, 2.956, 8.288)
C (-1.276, 2.048, -2.460)
H (-2.883, 4.130, 4.044)
H (-5.328, 3.448, -3.065)
C (-0.574, 0.995, 7.747)
N (7.076, 3.007, -4.538)
H (-1.306, -0.619, 8.748)
C (4.160, -0.167, 2.570)
H (-2.970, 0.341, 4.460)
H (1.163, -5.584, -0.535)
H (-2.581, -6.739, -2.271)
O (-1.845, -1.525, -0.670)
H (-3.745, 3.425, 1.626)
C (-2.360, 2.263, -0.443)
O (2.498, 3.498, 4.297)
C (5.429, 1.214, -4.795)
H (-3.567, 4.974, -3.881)
C (-0.640, -6.295, -1.452)
S (1.148, 3.041, 4.033)
N (1.018, 1.946, 2.901)
C (-1.976, -6.027, -1.720)
C (-3.892, 4.750, -2.858)
C (-2.522, -4.832, -1.280)
H (3.883, -0.267, -4.921)
O (-5.270, 4.384, -2.845)
N (-1.153, 0.370, 8.856)
C (5.252, 2.739, -2.924)
H (-0.239, 4.052, 6.309)
C (-2.451, -2.575, -0.262)
C (0.176, 0.258, 6.830)
H (-3.827, 5.668, -2.271)
H (-1.524, -0.751, 2.737)
C (4.292, 0.565, -4.363)
C (2.013, 1.073, 2.687)
N (-1.883, 0.649, 1.300)
N (1.934, -0.022, 1.946)
C (5.903, 2.310, -4.077)
O (0.192, 4.103, 3.776)
S (3.659, 1.288, 3.366)
C (-1.763, -3.890, -0.591)
H (3.609, 2.377, -1.591)
C (2.300, 0.333, -2.830)
C (-2.508, 1.781, 0.955)
Sn (0.201, -0.590, -0.080)
H (-0.512, 1.519, -3.023)
C (-0.131, 2.987, 6.466)
H (5.176, -0.516, 2.650)
C (-0.698, 2.373, 7.570)
N (-1.431, 1.679, -1.197)
C (-2.042, 3.049, -3.045)
H (-1.882, 3.327, -4.079)

For reference, the Mulliken charges in units of e are: C 0.095; H 0.299; C -0.762; C -0.604; H 0.348; C 0.445; C -0.144; O -0.527; O -0.628; C 0.554; C 0.769; H 0.274; H 0.281; S -0.599; C -0.740; H 0.266; C -0.465; H 0.210; H 0.386; H 0.435; C -0.995; H 0.322; C -0.546; C -0.638; C -0.627; H 0.365; O -0.638; O -0.706; O -0.554; C 0.329; H 0.446; O -0.739; H 0.266; C -0.638; H 0.367; H 0.350; C 1.073; N 0.958; H 0.214; C -0.440; H 0.339; H 0.370; H 0.346; O -0.698; H 0.475; C 0.452; O -0.762; C -0.326; H 0.311; C -0.463; S 1.047; N -0.106; C -0.523; C -0.692; C -0.647; H 0.412; O -0.527; N -0.616; C -0.439; H 0.451; C 0.157; C -0.890; H 0.296; H 0.450; C -0.502; C -0.030; N 0.417; N 0.224; C 0.088; O -0.689; S -0.092; C 0.502; H 0.502; C 0.159; C 0.221; Sn 1.395; H 0.519; C -0.510; H 0.382; C -0.750; N 0.274; C -0.950; H 0.363

Which of these has the highest HOMO energy?
C35H28N6O10S3Sn

Which formula does entry 3 have?
C35H28N6O10S3Sn

Which formula does entry 1 have?
C3H7NO4